No. 1
The following is a quantum chemistry calculation of a structure of composition C31H31AsN4O4PSe4Ti, from OMol25.

Properties
net charge: -1
energy above the lowest of the compared OMol25 structures with the same formula, charge and spin: 0.000 eV
Kohn-Sham gap: 5.646 eV
maximum force: 0.6 eV Å⁻¹
lowest unoccupied orbital energy: 2.05 eV
highest occupied orbital energy: -3.6 eV
electronic energy: -14752.46375 a.u.

Each line ends with the Mulliken charge.
Positions of all 77 atoms, in Å:
Ti 1.13159 -0.18259 -0.50686  0.41
O 3.92674 -2.97560 0.68693  -0.71
C 3.23632 -1.98805 0.53641  0.28
O 2.42270 -1.71525 -0.42697  -0.18
C 3.25537 -0.87608 1.56659  0.41
C 4.06018 -0.76169 2.68515  -0.62
C 3.89286 0.35452 3.49614  -0.27
C 2.93949 1.31744 3.18544  -0.62
C 2.18240 1.12352 2.04599  0.64
N 2.36685 0.06133 1.28124  0.23
C 1.07814 2.00258 1.50083  0.10
O 0.73600 3.01063 2.08859  -0.71
O 0.58333 1.52515 0.40417  -0.18
H 4.78185 -1.53708 2.90033  0.54
H 4.50317 0.47155 4.38308  0.45
H 2.76857 2.18953 3.80026  0.56
Se -0.78249 -1.87944 -0.39553  0.00
Se -0.25302 -3.38826 -2.15359  -0.20
Se -1.71385 -3.13107 -4.00458  -0.62
Se 1.65122 0.58232 -2.53522  -0.64
C -4.15687 -0.97094 -2.39413  -0.82
N -3.27569 -0.43731 -3.50431  0.68
C -4.01731 0.62780 -4.25301  -0.76
N -4.45380 1.68076 -3.37135  0.11
C -5.30989 1.10101 -2.33905  -0.97
N -4.64926 0.07316 -1.54843  0.24
C -3.55741 0.62422 -0.73637  -0.42
P -2.17233 1.38103 -1.72200  0.62
C -1.97906 0.10082 -3.00973  0.05
C -3.32713 2.43142 -2.76318  -1.22
H -3.55147 -1.68600 -1.83784  0.30
H -4.97659 -1.49108 -2.89275  0.40
H -2.99692 -1.31749 -4.05080  -0.25
H -4.88411 0.15568 -4.71896  0.34
H -3.34811 1.01503 -5.02058  0.40
H -6.18322 0.65749 -2.82533  0.32
H -5.64448 1.89633 -1.67223  0.36
H -3.15456 -0.17664 -0.11790  -0.15
H -3.95517 1.40029 -0.07581  0.72
H -1.38508 -0.74321 -2.68084  -0.74
H -1.45418 0.54753 -3.85717  0.40
H -2.75032 2.89286 -3.56851  0.47
H -3.74141 3.23832 -2.15639  0.42
C -4.87034 -3.43868 3.28096  -0.52
C -3.58929 -3.61234 3.78123  -0.63
C -2.62165 -2.63446 3.58889  -0.44
C -2.92315 -1.46487 2.89990  0.63
C -4.21238 -1.30377 2.39311  -0.30
C -5.17920 -2.27903 2.58400  -0.84
As -1.57563 -0.11389 2.43086  1.29
C -2.58595 1.46787 2.97098  0.25
C -2.39159 2.62151 2.21644  -0.39
C -3.09879 3.78063 2.51477  -1.12
C -4.00687 3.79073 3.56225  -0.53
C -4.20793 2.64085 4.31741  -0.69
C -3.50139 1.48473 4.02218  -0.16
C -0.33265 -0.32669 3.91978  0.18
C -0.23656 0.55084 4.99372  -0.39
C 0.71147 0.33864 5.98678  -0.72
C 1.56763 -0.75133 5.91632  -0.66
C 1.49081 -1.62112 4.83677  -1.02
C 0.55467 -1.40126 3.83649  -0.31
H -5.62165 -4.20468 3.42593  0.37
H -3.33476 -4.51689 4.31965  0.40
H -1.62950 -2.79267 3.98786  0.33
H -4.47130 -0.40526 1.84441  0.39
H -6.17328 -2.13378 2.17934  0.40
H -1.67559 2.62101 1.40271  0.31
H -2.93095 4.67495 1.92776  0.45
H -4.56009 4.69294 3.79331  0.36
H -4.91694 2.64580 5.13644  0.39
H -3.66657 0.58744 4.60743  0.49
H -0.89550 1.40879 5.05215  0.29
H 0.78037 1.02962 6.81832  0.40
H 2.30136 -0.91669 6.69580  0.42
H 2.16930 -2.46195 4.76129  0.44
H 0.52038 -2.06315 2.97568  0.63


No. 2
The following is a quantum chemistry calculation of a structure of composition C31H31BCuN10OSSi, from OMol25.

Properties
net charge: +1
energy above the lowest of the compared OMol25 structures with the same formula, charge and spin: 0.559 eV
Kohn-Sham gap (alpha / beta): 5.812 / 5.811 eV
maximum force: 0.5 eV Å⁻¹
lowest unoccupied orbital energy (alpha / beta): -5.54 / -5.54 eV
highest occupied orbital energy (alpha / beta): -11.4 / -11.4 eV
electronic energy: -4175.68587 a.u.

Each line ends with the Mulliken charge.
Positions of all 77 atoms, in Å:
Cu -0.54762 1.29623 1.08649  -1.88
C 2.79034 1.54325 -1.49829  -1.29
C 2.28916 1.28966 -0.22533  -0.50
N 1.01376 1.65328 -0.15606  0.02
N 0.66200 2.12450 -1.38128  0.46
C 1.72529 2.07193 -2.19744  -0.04
B -0.73106 2.77925 -1.53538  1.24
N -0.89493 3.67418 -0.24126  0.66
C -1.01149 5.00139 -0.12318  0.03
C -1.09119 5.32720 1.21735  -1.37
C -1.00440 4.11413 1.88451  0.29
N -0.88236 3.13102 0.99094  -0.08
N -1.83299 1.69795 -1.47929  0.94
C -2.75961 1.31784 -2.37764  0.01
C -3.54979 0.34811 -1.79823  -1.37
C -3.02636 0.18386 -0.51417  0.01
N -2.00150 1.00292 -0.34081  -0.70
N -0.91238 3.63155 -2.75731  0.38
C -2.02878 4.35170 -3.05475  -0.46
C -1.80395 5.00320 -4.23670  -1.05
C -0.49912 4.61456 -4.60145  -0.28
N 0.03007 3.79666 -3.71561  -1.09
H 3.78471 1.36366 -1.86170  0.47
H 2.78827 0.87930 0.63432  0.68
H 1.64371 2.43933 -3.20512  0.60
H -1.02842 5.62806 -0.99692  0.51
H -1.20038 6.30406 1.64935  0.45
H -1.04964 3.89760 2.93528  0.43
H -2.78892 1.75020 -3.36128  0.55
H -4.37379 -0.17493 -2.24462  0.47
H -3.32704 -0.48323 0.27504  0.40
H -2.89346 4.33447 -2.41349  0.60
H -2.47384 5.65720 -4.76205  0.47
H 0.06841 4.89656 -5.47136  0.46
N 0.00698 -0.90788 4.17639  -0.20
C 0.03326 0.39588 3.98922  0.54
N 1.10375 1.10003 4.34388  -0.20
S -1.35595 1.18075 3.30671  -0.38
H 0.78731 -1.41404 4.56704  0.26
H -0.74179 -1.44963 3.76051  0.04
H 1.92036 0.67174 4.75028  0.24
H 1.08035 2.10183 4.25628  0.23
O -0.35129 -0.45688 1.26654  0.74
Si 0.31060 -1.81423 0.64066  -0.18
C -0.48429 -3.14723 1.69901  0.91
C -1.61973 -2.89388 2.47215  -0.86
C -2.19971 -3.88763 3.25044  -0.54
C -1.65230 -5.16175 3.26148  -0.60
C -0.53197 -5.43749 2.49030  -0.73
C 0.04491 -4.43939 1.71920  -0.55
C -0.09333 -2.11964 -1.15077  0.55
C -0.93215 -3.16096 -1.55125  -0.74
C -1.21133 -3.37634 -2.89445  -0.75
C -0.66071 -2.54830 -3.85948  -0.64
C 0.17208 -1.50333 -3.48177  -0.74
C 0.45335 -1.29822 -2.14106  0.36
C 2.16862 -1.89535 0.87454  0.87
C 2.95706 -2.71132 0.06317  -0.54
C 4.32573 -2.82349 0.26858  -0.72
C 4.93731 -2.11218 1.28919  -0.62
C 4.17439 -1.28826 2.10602  -0.29
C 2.80755 -1.19018 1.89739  -0.31
H -2.06872 -1.90680 2.44437  0.27
H -3.08329 -3.67265 3.83657  0.44
H -2.10041 -5.93980 3.86395  0.40
H -0.10666 -6.43198 2.49191  0.44
H 0.92355 -4.67392 1.12997  0.42
H -1.37609 -3.81242 -0.80876  0.43
H -1.86051 -4.19087 -3.18651  0.43
H -0.87568 -2.71910 -4.90574  0.41
H 0.60548 -0.85526 -4.23207  0.48
H 1.11910 -0.49214 -1.86414  0.30
H 2.49981 -3.25807 -0.75287  0.47
H 4.91623 -3.46236 -0.37374  0.43
H 6.00387 -2.19456 1.44469  0.41
H 4.65224 -0.72126 2.89518  0.40
H 2.21936 -0.52814 2.52444  0.12


No. 3
The following is a quantum chemistry calculation of a cluster of 7 separate species, C31H31BN5O11 in total, from OMol25.

Properties
net charge: -1
Kohn-Sham gap: 9.619 eV
maximum force: 6.3 eV Å⁻¹
lowest unoccupied orbital energy: 2.06 eV
highest occupied orbital energy: -7.6 eV
electronic energy: -2326.38783 a.u.

Each line ends with the Mulliken charge.
Positions of all 79 atoms, in Å:
O 0.52181 -0.81866 2.62447  -0.63
C -0.12477 -0.66975 1.62662  0.49
O -0.32379 0.43139 0.93767  -0.58
B -1.12994 0.11896 -0.25033  1.53
O -1.28516 -1.31257 -0.37072  -0.58
C -0.83355 -1.81592 0.83626  0.46
O -0.87119 -2.99978 1.23982  -0.59
O -0.52172 0.60642 -1.56045  -0.34
C -1.30708 1.49057 -2.04822  0.71
O -1.12043 2.09421 -3.12018  -0.69
C -2.59252 1.59588 -1.18789  0.49
O -2.45574 0.81889 -0.19258  -0.62
O -3.53891 2.38681 -1.41210  -0.69
N -0.56708 5.81644 -5.22857  -0.55
C 0.50300 6.40655 -5.89308  -0.21
C 1.84454 6.03233 -5.69517  -0.35
C 2.14259 5.08211 -4.72953  -0.32
C 1.09606 4.54478 -4.00058  0.23
C -0.21119 4.89327 -4.29600  -0.41
H 0.41693 7.26203 -6.54665  0.32
H 2.68700 6.59600 -6.06791  0.34
H 3.14883 4.95780 -4.35747  0.36
H 1.29882 3.93395 -3.13329  0.08
H -1.03881 4.46537 -3.74978  0.50
N -2.65968 1.90147 5.92089  -0.51
C -3.96466 2.05548 5.68899  -0.29
C -4.43904 2.52216 4.42408  -0.32
C -3.56498 2.56566 3.34079  -0.29
C -2.19625 2.23272 3.51119  -0.17
C -1.75121 2.02652 4.86608  -0.41
H -4.60756 1.81699 6.52338  0.37
H -5.45208 2.84320 4.23149  0.35
H -3.99582 2.97631 2.43959  0.41
H -1.49943 2.36684 2.69703  0.43
H -0.68857 1.89674 5.00880  0.41
N 0.77391 -4.36379 -5.15566  -0.61
C 0.18864 -4.87551 -4.07085  -0.34
C -0.30256 -3.99928 -3.11324  -0.22
C -0.15957 -2.61205 -3.23534  -0.15
C 0.52267 -2.07646 -4.38817  -0.71
C 0.92752 -3.03158 -5.32374  -0.32
H 0.17258 -5.95363 -4.13244  0.44
H -0.83170 -4.37516 -2.25004  0.42
H -0.57709 -1.86990 -2.57103  0.61
H 0.68335 -1.03693 -4.63305  0.48
H 1.56783 -2.89189 -6.18216  0.38
N -2.35453 -6.90980 -1.74757  -0.59
C -3.21618 -5.96949 -1.27382  -0.27
C -3.10483 -5.41482 0.02301  -0.35
C -2.17023 -5.99731 0.87098  -0.11
C -1.28658 -6.97001 0.42918  -0.31
C -1.35646 -7.33874 -0.96315  -0.23
H -3.91894 -5.64733 -2.02797  0.39
H -3.81877 -4.65701 0.31009  0.40
H -2.03190 -5.67301 1.89181  0.32
H -0.60847 -7.37484 1.16584  0.37
H -0.60934 -7.97686 -1.41149  0.38
C 2.02374 -1.96681 5.82816  -0.23
C 2.20896 -0.47699 5.49308  0.02
O 1.89818 0.20007 6.70274  -0.32
C 1.24381 -0.63959 7.45597  0.71
O 0.66606 -0.32532 8.54581  -0.63
O 1.16495 -1.83714 6.86083  -0.33
H 2.94857 -2.46698 6.11560  0.27
H 1.46149 -2.40934 5.00588  0.23
H 1.47885 -0.20180 4.73196  0.01
H 3.26819 -0.26182 5.35228  0.31
C 3.83871 1.47494 -1.50547  -1.32
C 2.73781 2.26293 -0.69722  0.65
C 3.34363 3.05935 0.49862  -0.43
C 4.38907 4.11673 0.15512  0.16
N 5.18066 4.91641 -0.15384  -0.46
H 4.59980 2.15463 -1.88870  0.39
H 3.28473 1.08845 -2.36094  0.34
H 4.40086 0.73678 -0.93345  0.36
H 1.92569 1.58318 -0.43933  -0.18
H 2.24316 3.03576 -1.28559  -0.19
H 3.75980 2.32236 1.18547  0.36
H 2.52529 3.52814 1.04513  0.31


No. 4
The following is a quantum chemistry calculation of a structure of composition C31H31BN8O2V, from OMol25.

Properties
energy above the lowest of the compared OMol25 structures with the same formula, charge and spin: 0.000 eV
<S²>: 1.197
Kohn-Sham gap (alpha / beta): 7.270 / 6.547 eV
maximum force: 0.6 eV Å⁻¹
lowest unoccupied orbital energy (alpha / beta): 0.41 / 0.41 eV
highest occupied orbital energy (alpha / beta): -6.9 / -6.1 eV
multiplicity: 2
electronic energy: -2757.48455 a.u.

Each line ends with the Mulliken spin population.
Positions of all 74 atoms, in Å:
V -0.15611 0.57041 0.02168  1.03
C 4.09693 -3.03870 0.01045  0.00
C 3.52582 -1.65999 0.01633  -0.01
C 4.19123 -0.45764 0.01702  0.00
C 3.19384 0.53013 0.02121  -0.02
N 1.98738 -0.04738 0.02473  0.02
N 2.20294 -1.39299 0.02289  -0.02
B 1.06011 -2.42187 0.00281  -0.05
N 0.17776 -2.22430 1.26065  0.00
N -0.33809 -1.00175 1.51465  0.02
C -1.03987 -1.08463 2.64095  -0.01
C -0.98596 -2.40060 3.12738  0.00
C -0.19885 -3.09023 2.22361  0.01
C 0.21946 -4.52232 2.23342  0.00
C -1.71229 0.11531 3.15777  0.01
C -1.10544 1.36014 2.99283  -0.04
C -1.76468 2.52021 3.36750  0.00
C -3.02660 2.44498 3.93732  0.00
C -3.62593 1.20764 4.13237  0.00
C -2.97676 0.04766 3.73829  0.00
N 0.21938 -2.20027 -1.27244  0.00
N -0.30873 -0.98444 -1.51524  0.02
C -1.00679 -1.07048 -2.64357  -0.01
C -0.92198 -2.37556 -3.15122  0.00
C -0.13573 -3.06300 -2.24756  0.00
C 0.30680 -4.48797 -2.27210  0.00
C -1.72992 0.10912 -3.13776  0.00
C -1.18405 1.37873 -2.94975  -0.03
C -1.90354 2.51416 -3.29146  0.00
C -3.16544 2.38932 -3.85431  0.00
C -3.70588 1.12818 -4.07040  0.00
C -2.99796 -0.00732 -3.70464  0.00
C 3.40205 1.98666 0.01995  0.03
C 2.32624 2.86129 -0.01135  0.06
C 2.51912 4.23460 -0.02095  -0.01
C 3.80478 4.75464 0.00461  0.00
C 4.89012 3.88755 0.03936  0.00
C 4.69175 2.51627 0.04606  0.00
H 5.18349 -2.97784 0.01172  0.00
H 3.78666 -3.59714 -0.87345  0.00
H 3.78493 -3.60537 0.88842  0.00
H 5.25861 -0.32095 0.01350  0.00
H 1.49908 -3.53092 -0.00278  0.00
H -1.43028 -2.78975 4.02799  0.00
H -0.21129 -5.02562 3.09643  0.00
H 1.30458 -4.61702 2.28669  0.00
H -0.11466 -5.04006 1.33375  0.00
H -0.10255 1.42016 2.58136  0.02
H -1.29519 3.48100 3.20213  0.00
H -3.54505 3.34991 4.22560  0.00
H -4.61169 1.14766 4.57568  0.00
H -3.45744 -0.91621 3.86035  0.00
H -1.34827 -2.75876 -4.06310  0.00
H -0.10609 -4.98644 -3.14658  0.00
H -0.02798 -5.02345 -1.38316  0.00
H 1.39387 -4.56381 -2.31506  0.00
H -0.18618 1.47949 -2.53585  0.02
H -1.48407 3.49263 -3.09982  0.00
H -3.73096 3.27432 -4.11451  0.00
H -4.69034 1.02906 -4.50978  0.00
H -3.43227 -0.99063 -3.84390  0.00
H 1.31433 2.48941 -0.02340  -0.10
H 1.65511 4.88693 -0.04604  0.00
H 3.96327 5.82525 -0.00221  0.00
H 5.89828 4.28204 0.06051  0.00
H 5.54936 1.85688 0.07387  0.00
N -2.42238 0.50887 -0.03496  0.00
N -2.89047 1.82901 0.09892  0.01
C -1.95213 2.84970 -0.09233  0.02
O -2.34287 3.98911 -0.25398  0.00
O -0.71465 2.44791 -0.03756  0.02
H -2.74813 0.09138 -0.90184  0.00
H -2.75377 -0.04449 0.74802  0.00
H -3.81794 2.03217 -0.23563  0.00